No. 1
The following is a DFT calculation (wB97M-V/def2-TZVPD) of an isolated ion of composition C20H46N2S2 and charge +2.

Charge   +2
Relative energy (zero: lowest compared OMol25 entry of this formula, charge and spin)   0.2 kcal/mol
Spin multiplicity   1
Structure (SMILES)   CCCCCC[N+](C)(C)CCSSCC[N+](C)(C)CCCCCC
Molar mass   378.7 u

The geometry in XYZ format:
```
70
Properties=species:S:1:pos:R:3:mulliken_charge:R:1
H -5.59 2.21 1.36 0.45
H -1.79 -1.41 -2.08 0.40
C -5.14 1.26 1.07 -0.99
H -1.93 -3.85 -2.36 0.38
H -2.57 1.62 1.43 0.34
C 5.05 2.23 -0.01 -0.94
H -1.34 -1.28 3.13 0.38
H -4.56 -0.24 -1.11 0.39
C -0.27 -1.19 3.32 -1.55
C 2.03 -1.57 2.38 -0.78
H -1.34 3.50 0.15 0.53
C -1.14 -3.42 -1.74 -0.55
H 1.52 3.42 -0.92 0.49
H 0.43 -4.29 -2.93 0.42
H 4.74 -0.13 0.89 0.40
N 4.15 1.22 -0.60 0.05
C 2.88 -2.00 1.18 -1.30
C 0.53 -1.60 2.09 1.02
H -2.30 -0.52 0.93 -0.11
H -2.20 2.96 -1.29 0.38
H 2.24 -2.26 3.20 0.52
H 3.31 2.49 -2.03 0.58
H -0.77 -1.61 -0.65 -0.60
C -1.59 -2.06 -1.22 0.65
H 5.22 3.04 -0.71 0.38
H -0.01 -2.66 -3.42 0.35
H 3.27 0.77 1.25 0.37
H -4.14 2.32 -1.94 0.42
H 4.24 -0.09 -2.28 0.43
H 4.64 2.63 0.91 0.42
H 0.25 -2.61 1.79 0.31
H -4.68 0.82 1.96 0.42
H 0.95 -2.92 -1.95 0.05
H -0.05 -0.16 3.60 0.32
S -0.58 1.35 -0.58 0.09
H 5.70 -0.06 -1.28 0.35
H 3.89 -2.23 1.52 0.38
H 0.30 -0.93 1.27 -0.82
H -3.67 -2.51 -0.92 0.44
C -3.70 0.18 -0.58 -1.25
H 5.33 1.29 -2.36 0.46
C -3.19 -0.88 0.40 0.35
H -2.63 -2.93 0.43 0.49
C 2.95 1.87 -1.21 -0.64
H -2.92 0.39 -1.31 0.42
H 2.33 1.08 -1.64 0.49
H -5.92 0.61 0.71 0.36
H -0.03 -1.83 4.16 0.42
C 4.90 0.55 -1.70 -0.98
H -5.71 1.83 -1.33 0.44
N -4.13 1.48 0.02 0.05
C -1.86 2.66 -0.30 -1.15
H -4.95 3.29 -0.71 0.38
H 3.44 -1.48 -0.81 0.45
C -2.99 2.23 0.63 -0.44
H -3.41 3.13 1.08 0.63
C 0.14 -3.32 -2.56 -1.09
C 2.97 -0.98 0.04 0.63
C -4.76 2.28 -1.05 -0.95
H 6.01 1.77 0.23 0.43
H 2.67 3.33 0.40 0.42
S 0.89 1.81 0.74 0.01
H -0.97 -4.09 -0.90 0.37
C 2.10 2.74 -0.30 -0.90
H 2.46 -2.92 0.78 0.47
H -3.96 -1.12 1.14 0.47
H 1.96 -0.68 -0.25 -0.26
C -2.82 -2.17 -0.33 -1.48
H 2.32 -0.57 2.72 0.27
C 3.80 0.23 0.47 -1.30
```

***

No. 2
The following is a DFT calculation (wB97M-V/def2-TZVPD) of C20H46NO10S4V as an isolated structure in a non-equilibrium geometry.

Charge   0
Relative energy (zero: lowest compared OMol25 entry of this formula, charge and spin)   0.0 kcal/mol
Spin multiplicity   1
Molar mass   639.8 u

The geometry in XYZ format:
```
82
Properties=species:S:1:pos:R:3:mulliken_charge:R:1
C -15.60 -12.26 -2.53 -1.14
C -11.25 -9.24 -1.18 -0.50
H -11.07 -8.09 1.29 0.14
S -11.55 -8.53 -4.86 0.53
S -10.29 -10.01 0.11 0.44
C -18.12 -8.81 -3.06 -2.30
H -16.71 -12.76 -4.85 0.45
O -14.15 -4.77 1.39 -0.39
H -16.05 -5.36 -1.09 -0.03
H -17.59 -13.15 -2.58 0.39
C -17.84 -11.04 -2.11 -1.33
O -14.37 -6.24 -0.27 0.06
H -10.99 -9.53 -2.20 0.27
H -12.12 -2.57 -3.22 0.42
N -16.17 -10.16 -3.66 0.43
H -18.87 -11.42 -2.15 0.33
O -14.25 -8.18 -2.37 -0.19
H -15.18 -4.19 -5.04 -0.07
H -19.19 -8.84 -2.83 0.59
O -16.12 -6.69 -3.31 -0.48
H -11.30 -7.12 -6.71 0.35
H -14.95 -13.00 -5.14 0.44
C -11.60 -9.69 -6.22 -1.05
H -12.22 -9.35 1.51 0.31
H -13.68 -10.87 -4.93 0.39
C -16.25 -8.11 -7.59 -0.38
O -14.96 -6.75 -5.79 -0.51
C -17.53 -6.18 -6.16 -0.83
C -17.06 -12.36 -2.04 -0.81
H -12.31 -9.49 -1.10 0.15
H -10.91 -6.27 -5.17 0.20
H -16.23 -4.45 1.63 0.32
V -14.87 -7.61 -3.70 1.30
H -16.31 -6.46 0.29 0.27
H -11.24 -8.15 -1.08 0.20
C -10.77 -7.16 -5.77 -1.06
S -13.10 -4.62 -4.03 0.50
H -19.31 -10.18 -4.73 0.53
H -12.45 -9.45 -6.86 0.23
C -17.60 -10.19 -3.36 2.21
H -16.80 -8.75 -6.90 -0.25
C -11.15 -9.17 1.44 -0.77
H -17.41 -5.56 -5.28 0.19
H -17.80 -10.68 -5.47 0.13
H -18.10 -7.09 -5.98 0.19
C -18.40 -10.75 -4.57 -1.82
H -15.76 -11.65 -5.90 0.17
O -13.73 -5.69 -3.22 -0.57
C -12.43 -3.52 -2.77 -1.13
H -15.29 -8.58 -7.77 0.25
H -10.72 -9.65 -6.87 0.47
H -11.66 -4.05 -2.22 0.36
H -14.85 -3.02 -3.69 0.35
H -17.69 -10.48 -1.19 0.45
H -10.67 -9.41 2.39 0.40
C -15.75 -12.27 -4.99 -1.93
H -13.31 -11.95 -3.62 0.34
H -14.95 -11.94 -1.70 0.50
H -9.70 -7.38 -5.81 0.45
H -18.04 -5.60 -6.93 0.53
H -13.25 -3.29 -2.09 0.23
H -15.34 -13.31 -2.69 0.31
O -15.84 -9.25 -4.68 -0.11
C -13.92 -11.08 -3.88 -1.73
C -15.40 -11.39 -3.75 1.86
H -17.68 -8.33 -2.18 0.18
H -17.01 -12.65 -0.99 0.36
O -8.93 -9.41 0.09 -0.65
O -12.91 -7.97 -4.64 -0.08
H -18.73 -11.78 -4.40 0.33
O -12.43 -6.10 0.82 -0.53
H -11.78 -10.67 -5.80 0.35
C -15.67 -5.69 -0.13 0.03
H -17.98 -8.13 -3.90 0.17
H -15.43 -3.56 0.40 0.26
S -15.91 -6.49 -6.90 0.39
H -16.83 -7.97 -8.50 0.49
H -14.05 -2.85 -5.29 0.42
H -13.59 -10.21 -3.31 -0.27
C -13.55 -5.73 0.67 0.47
C -14.45 -3.55 -4.55 -0.76
C -15.47 -4.55 0.86 -0.44
```

***

No. 3
The following is a DFT calculation (wB97M-V/def2-TZVPD) of a 3-piece molecular cluster, C20H46NO13PS overall in a non-equilibrium geometry.

Charge   0
Spin multiplicity   1
Structure (SMILES)   CCCC[C@]1(CNC)OS(=O)(=O)O[C@H]1P(=O)(O)O.COCCOCCOC.COCCOCCOC
Molar mass   571.6 u

The geometry in XYZ format:
```
82
Properties=species:S:1:pos:R:3:mulliken_charge:R:1
C -1.23 3.21 6.11 -0.29
C -1.76 3.70 2.59 -0.84
O 1.40 3.16 -3.14 -0.45
H 1.43 2.09 -0.28 0.46
H 1.79 -3.33 0.16 0.47
H -0.82 -4.50 -2.22 0.05
H 1.35 -0.99 0.79 0.01
H 2.85 -3.30 -2.02 0.48
C -0.83 1.71 -4.44 -0.80
H -2.26 1.63 -1.37 -0.05
P 4.04 2.38 -1.47 0.84
H 1.11 0.50 -4.56 0.35
H 3.36 4.50 -1.60 0.39
O 2.16 2.80 -5.82 -0.61
H 0.12 -2.67 -3.81 0.26
C 1.20 -7.64 -0.61 -0.82
H -0.11 -0.10 -3.24 0.05
H -1.82 -1.46 6.02 0.32
H 0.97 0.81 1.43 0.28
H 2.25 -7.69 -0.91 0.23
C 0.80 -3.46 -4.15 -0.71
C 1.33 -3.95 -0.63 -0.54
C 1.24 1.77 -2.60 0.49
O -0.08 -3.91 -0.36 -0.46
H -1.55 0.88 -4.90 0.36
C -2.74 1.80 -2.45 -0.63
O -1.23 2.97 3.69 -0.24
O -2.01 0.45 5.30 -0.23
H -3.38 2.65 4.52 0.04
O 3.28 3.83 -0.85 -0.54
H 1.73 -4.95 -0.48 0.10
O 5.31 2.89 -2.33 -0.62
H -0.27 2.44 -1.02 -0.07
H -0.95 4.13 2.00 0.33
H 0.29 3.85 4.72 0.38
C -0.80 3.79 4.76 -0.60
H 1.16 -7.33 0.44 0.37
C -1.76 2.63 -3.46 -0.26
H -3.68 2.51 -2.25 0.32
H -2.48 3.25 -4.18 0.41
H -1.93 -4.51 -0.88 0.42
H -2.45 4.49 2.93 0.42
C 0.64 1.67 -1.04 -0.88
S 2.64 2.98 -4.34 1.10
C 1.76 -3.36 -1.98 0.36
H -1.20 4.81 4.67 0.38
O 1.33 -4.19 -3.05 -0.33
H -0.77 3.82 6.90 0.42
H -0.81 0.10 -0.80 0.29
C 0.58 -0.08 0.78 -0.66
H -3.36 0.69 6.88 0.35
H -0.40 2.29 -5.40 0.30
O 4.62 1.48 -0.07 -0.52
O -2.64 3.25 6.38 -0.47
H -0.41 -0.46 1.32 0.32
H 1.36 -2.34 -2.07 -0.43
H 0.23 -4.15 -4.77 0.28
H -4.50 2.64 5.86 0.42
H 4.91 2.17 0.62 0.35
C -0.71 -6.26 -0.93 -0.57
H -1.40 -0.18 7.18 0.39
H 0.74 -8.62 -0.72 0.32
H -1.18 3.43 -2.83 0.11
H -2.33 3.01 1.96 0.19
H -0.31 -0.54 5.83 0.23
H -0.84 2.20 6.26 0.07
C 0.38 0.89 -3.69 -0.19
C -3.47 2.39 5.58 -0.25
O 3.43 1.50 -3.89 -0.35
C -1.36 -0.48 6.13 -0.86
C 2.84 1.29 -2.53 0.14
H 1.61 -3.03 -4.74 0.31
C -0.91 -4.76 -1.16 -0.23
H -4.05 0.34 5.28 0.38
O 3.58 4.24 -4.48 -0.54
O 0.55 -6.71 -1.44 -0.28
H -3.18 0.80 -2.88 0.24
H -0.80 -6.47 0.14 0.34
H 2.99 0.22 -2.07 0.38
H -1.49 -6.81 -1.46 0.40
C -3.27 0.89 5.81 -0.56
N 0.22 0.27 -0.65 -0.06
```

***

Gap between HOMO and LUMO? In order: 10.32; 6.43; 8.79 eV.